Record 1
C10H24ClI2OP2Ru as an isolated structure at a distorted geometry, computed with ωB97M-V/def2-TZVPD.

```
41
Properties=species:S:1:pos:R:3:forces:R:3:lowdin_spin:R:1
I 0.53463 0.62439 -4.70153 0.0 -1.3 -1.3 1.2287
I 0.24456 2.75148 -2.90780 0.0 0.7 1.5 0.9008
Ru 0.78638 -0.00388 -0.70781 -2.7 -2.0 -2.5 1.9422
P 2.98539 -0.31323 -0.68749 4.3 -0.2 0.2 0.1200
C 4.19658 0.89876 -0.03390 -0.6 0.3 0.2 0.0096
C 3.71837 -1.85286 -0.07653 -0.7 -0.2 0.0 0.0106
H 2.72003 -1.06813 -2.92292 0.5 0.2 -0.1 0.0035
H 4.41217 -0.47125 -2.53767 -0.3 0.1 -0.3 0.0116
H 3.04357 0.69805 -2.86237 0.3 -0.3 0.0 0.0047
C 3.33316 -0.28260 -2.45926 -0.5 -0.1 -0.1 0.0627
H 3.10994 -2.69221 -0.44049 0.4 0.1 0.2 0.0017
H 4.74767 -1.88857 -0.46772 -0.4 -0.1 0.2 0.0022
H 5.20091 0.59987 -0.37339 -0.4 0.1 0.1 0.0030
H 4.15892 0.90929 1.06590 0.1 0.0 -0.4 0.0004
H 3.71329 -1.82816 1.02311 0.1 -0.2 -0.3 0.0007
H 3.95612 1.90569 -0.40694 0.2 -0.3 0.1 0.0002
C 1.27253 1.31389 0.50251 3.2 4.9 4.8 0.0249
O 1.71542 2.06655 1.30224 -2.4 -3.5 -3.7 0.0136
Cl 0.31648 -2.15073 -1.51737 0.5 1.1 0.3 0.3248
C -3.12923 -2.14969 -0.42088 0.1 -0.3 0.0 0.0080
C -2.88938 -0.63567 -0.30913 -0.2 -0.4 -1.1 0.0402
P -1.32604 0.07808 0.23835 -2.4 0.7 1.5 0.1698
C -1.75134 1.83541 0.21642 0.4 0.6 -0.5 0.0366
C -3.05657 2.35049 0.83837 -0.2 0.0 0.3 0.0120
C -1.19823 -0.60424 1.89328 1.1 -0.3 0.2 0.0220
C -2.37577 -0.53012 2.88083 -0.3 0.4 0.2 0.0095
H -2.47976 -2.66676 -1.16421 -0.5 0.5 0.5 0.0044
H -4.18757 -2.29009 -0.71607 0.6 0.0 0.1 0.0027
H -2.99572 -2.65611 0.55039 0.0 0.2 -0.4 -0.0001
H -3.14447 -0.12534 -1.26331 -0.1 -0.2 0.6 -0.0003
H -3.49812 -0.23429 0.52360 -0.1 0.0 -0.6 0.0107
H -0.87805 2.40957 0.57502 -0.5 -0.1 -0.1 0.0021
H -1.79498 1.98402 -0.88807 0.0 0.3 0.6 0.0095
H -3.15338 2.20933 1.93855 0.2 0.0 -0.9 0.0002
H -3.10644 3.42652 0.62681 0.0 -0.3 0.1 0.0016
H -3.90668 1.88366 0.33281 0.0 0.2 0.2 0.0006
H -1.03619 -1.66203 1.60304 0.2 0.2 0.6 0.0003
H -0.25411 -0.20147 2.31656 -0.5 -0.4 0.1 0.0027
H -3.25430 -1.03346 2.45648 0.2 0.2 0.2 0.0004
H -2.07119 -1.10369 3.76901 -0.2 0.3 -0.2 0.0011
H -2.67861 0.49952 3.21154 0.5 -1.0 -0.4 0.0001
```
Positions in Å, forces in eV/Å.

Energy ... -62672.8259 eV
Gap between HOMO and LUMO (spin up / spin down) ... 0.26104 / 0.18643 Eh
Multiplicity ... 6
Charge ... +2
HOMO level (spin up / spin down) ... -14.30 / -15.65 eV


Record 2
C27H51KN2O4PSSbSe4 as an isolated structure, computed with ωB97M-V/def2-TZVPD.

```
92
Properties=species:S:1:pos:R:3:forces:R:3:lowdin_charge:R:1
K 2.40613 0.00752 -1.13546 -0.1 -0.1 0.1 0.2869
C 2.18012 3.54356 -1.79226 0.0 0.0 0.0 -0.1704
C 3.49193 2.93263 -2.27243 0.0 0.0 0.0 -0.2140
O 3.28761 1.68808 -2.89608 -0.1 0.0 0.1 -0.2953
C 3.21471 1.61546 -4.29081 0.0 0.0 0.0 -0.2007
C 1.86413 2.05842 -4.82501 0.0 0.0 0.0 -0.1834
O 0.84226 1.29775 -4.20361 0.0 0.0 0.0 -0.1130
C -0.45994 1.70171 -4.53169 0.0 0.0 0.0 -0.1933
C -0.95051 2.91657 -3.76250 0.0 0.0 0.0 -0.1882
O -1.18434 2.58193 -2.41054 0.0 0.0 0.0 -0.1291
C -0.80692 3.54082 -1.44232 0.0 0.0 0.0 -0.1908
C 0.25207 2.97685 -0.50718 0.0 0.0 0.0 -0.1831
O 1.40440 2.53315 -1.17005 0.1 0.1 0.0 -0.1992
H 2.40614 4.34262 -1.07065 0.0 0.0 0.0 0.1340
H 1.61752 3.98948 -2.62331 0.0 0.0 0.0 0.0975
H 4.00622 3.63665 -2.93777 0.0 0.0 0.0 0.1308
H 4.14176 2.72851 -1.41728 0.0 0.0 0.0 0.0415
H 4.01048 2.21232 -4.75331 0.0 0.0 0.0 0.1152
H 3.40232 0.56713 -4.53136 0.0 0.0 0.0 0.1178
H 1.71571 3.13086 -4.63832 0.0 0.0 0.0 0.1100
H 1.83495 1.90508 -5.91475 0.0 0.0 0.0 0.1265
H -0.54382 1.91418 -5.60922 0.0 0.0 0.0 0.1233
H -1.11707 0.85989 -4.30149 0.0 0.0 0.0 0.1226
H -0.21995 3.72832 -3.83665 0.0 0.0 0.0 0.1052
H -1.88385 3.26857 -4.22688 0.0 0.0 0.0 0.1227
H -0.44461 4.45256 -1.92818 0.0 0.0 0.0 0.1140
H -1.68608 3.81984 -0.84829 0.0 0.0 0.0 0.1148
H 0.49755 3.73989 0.24802 0.0 0.0 0.0 0.1338
H -0.14478 2.10139 0.01343 0.0 0.0 0.0 0.1171
C 2.70406 -3.20847 0.83081 0.0 0.0 0.0 -0.0849
N 3.32408 -2.28860 1.77147 0.0 -0.1 0.0 -0.1796
C 4.77669 -2.45906 1.87170 0.0 0.0 0.0 -0.0886
C 2.67954 -1.24306 2.27995 0.2 0.2 0.0 -0.7779
S 1.13502 -0.74563 1.75827 0.0 0.0 0.0 0.6069
N 3.33391 -0.56640 3.29191 -0.2 -0.1 0.0 -0.2411
C 3.70140 -1.31242 4.47620 0.1 0.0 0.0 -0.0698
C 2.98849 0.81380 3.54540 0.0 0.0 0.0 -0.1437
H 3.04632 -4.21827 1.06948 0.0 0.0 0.0 0.0893
H 3.02389 -2.96842 -0.19061 0.0 0.0 0.0 0.0096
H 1.62218 -3.15161 0.91036 0.0 0.0 0.0 0.0357
H 5.17374 -2.68203 0.88044 0.0 0.0 0.0 0.0308
H 5.02275 -3.28656 2.54700 0.0 0.0 0.0 0.0837
H 5.23783 -1.53084 2.19399 0.0 0.0 0.0 0.0481
H 4.00461 -2.32329 4.22274 0.0 0.0 0.0 0.0677
H 2.86213 -1.36643 5.18723 0.0 0.0 0.0 0.0852
H 4.54172 -0.82038 4.97047 0.0 0.0 0.0 0.0889
H 2.90032 1.33824 2.59708 0.0 0.0 0.0 0.0344
H 3.80847 1.26187 4.11063 0.0 0.0 0.0 0.0845
H 2.05299 0.91475 4.11220 0.0 0.0 0.0 0.0688
C -2.27164 0.63199 2.93886 0.0 0.0 0.0 -0.1209
C -3.32445 0.50870 1.82708 0.0 0.0 0.0 -0.7054
C -4.67948 0.24102 2.48192 0.0 0.0 0.0 -0.0988
C -3.37626 1.83507 1.06383 0.0 0.0 0.0 -0.1044
P -2.60421 -0.80142 0.68202 0.0 0.0 -0.1 1.1579
C -2.88687 -2.35337 1.63572 0.0 0.0 0.0 -0.3618
C -4.11937 -2.92702 1.96081 0.0 0.0 0.0 -0.1150
C -4.19001 -4.12458 2.65570 0.0 0.0 0.0 -0.0982
C -3.02484 -4.77217 3.04924 0.0 0.0 0.0 -0.1026
C -1.79503 -4.21298 2.74347 0.0 0.0 0.0 -0.0777
C -1.72753 -3.01656 2.03899 0.0 0.0 0.0 -0.1021
C -3.67965 -0.99598 -0.86129 0.0 0.0 0.0 -0.7031
C -3.13294 0.01680 -1.87866 0.0 0.0 0.0 -0.1265
C -5.19383 -0.81402 -0.76194 0.0 0.0 0.0 -0.0983
C -3.37333 -2.39863 -1.40156 0.0 0.0 0.0 -0.1086
H -2.57578 1.41597 3.64085 0.0 0.0 0.0 0.0815
H -1.28479 0.87712 2.54270 0.0 0.0 0.0 0.0430
H -2.17075 -0.30183 3.49658 0.0 0.0 0.0 0.0768
H -4.95251 1.10412 3.09972 0.0 0.0 0.0 0.0797
H -4.63491 -0.62876 3.13776 0.0 0.0 0.0 0.0683
H -5.47921 0.08726 1.75791 0.0 0.0 0.0 0.0578
H -3.53336 2.65563 1.77162 0.0 0.0 0.0 0.0844
H -4.19155 1.86082 0.33853 0.0 0.0 0.0 0.0659
H -2.44132 2.02228 0.53140 0.0 0.0 0.0 0.0541
H -5.03952 -2.43864 1.67253 0.0 0.0 0.0 0.0811
H -5.15666 -4.55392 2.89174 0.0 0.0 0.0 0.0939
H -3.07997 -5.70855 3.59130 0.0 0.0 0.0 0.0938
H -0.87868 -4.70529 3.04466 0.0 0.0 0.0 0.1033
H -0.76087 -2.58196 1.80381 0.0 0.0 0.0 0.0194
H -3.30943 1.05033 -1.58221 0.0 0.0 0.0 0.0572
H -3.62101 -0.14145 -2.84686 0.0 0.0 0.0 0.0832
H -2.05659 -0.09612 -2.01306 0.0 0.0 0.0 0.0727
H -5.46301 0.19701 -0.45380 0.0 0.0 0.0 0.0608
H -5.65852 -1.52050 -0.07513 0.0 0.0 0.0 0.0581
H -5.63749 -0.98164 -1.75006 0.0 0.0 0.0 0.0799
H -2.29658 -2.57959 -1.44510 0.0 0.0 0.0 0.0854
H -3.76935 -2.48657 -2.41822 0.0 0.0 0.0 0.0813
H -3.82183 -3.18090 -0.78839 0.0 0.0 0.0 0.0696
Se 4.99881 0.87311 0.45781 -0.1 0.0 0.0 -0.1481
Sb 6.07732 -0.41686 -1.42193 0.1 0.1 0.0 -0.3666
Se 4.39827 -1.96521 -2.47978 0.0 0.0 0.0 -0.2637
Se 6.83952 1.20359 -3.12205 0.0 0.0 0.0 -0.3355
Se 7.80493 -1.82519 -0.37730 0.0 0.0 0.0 -0.3728
```
Positions in Å, forces in eV/Å.

Energy ... -344371.6853 eV
Gap between HOMO and LUMO ... 0.14216 Eh
Charge ... -2
HOMO level ... -0.53 eV


Taking the records one at a time from the top gives relative energy (zero: lowest compared OMol25 entry of this formula, charge and spin) values of 0.0 0.0 kJ/mol.